Record 1
Molecular formula: C34H28FO6P
Method: DFT, ωB97M-V with the def2-TZVPD basis set

Summary:
Total energy, eV: -60004.7286
Net charge: 0
SMILES: O=C1c2ccccc2C(=O)c2ccccc21.O=C1c2ccccc2C(=O)c2ccccc21.CC(=O)OCCCCPF
LUMO energy, eV: -1.10
HOMO energy, eV: -9.5

Each line ends with the Löwdin charge.
Positions of all 70 atoms, in Å:
C (2.345, -6.068, -0.602)  0.02
C (3.680, -5.399, -0.357)  -0.54
O (4.710, -5.991, -0.387)  0.12
O (3.697, -4.052, -0.215)  -0.01
C (2.654, -3.341, 0.476)  -0.18
C (3.286, -2.376, 1.450)  -0.19
C (4.215, -3.024, 2.479)  -0.26
C (4.342, -2.127, 3.712)  -0.43
P (2.837, -1.974, 4.762)  0.90
F (1.991, -0.956, 3.788)  -0.42
H (2.309, -6.294, -1.671)  0.10
H (1.473, -5.468, -0.354)  0.07
H (2.319, -7.016, -0.062)  0.09
H (2.069, -2.788, -0.268)  0.12
H (2.004, -4.041, 1.008)  0.12
H (3.839, -1.613, 0.889)  0.13
H (2.470, -1.860, 1.965)  0.08
H (5.196, -3.224, 2.039)  0.12
H (3.809, -4.001, 2.777)  0.10
H (5.156, -2.454, 4.374)  0.07
H (4.594, -1.103, 3.403)  0.08
H (2.225, -3.144, 4.234)  -0.06
C (-1.482, -0.260, 0.874)  -0.03
C (-0.571, -0.254, 1.925)  -0.04
C (-0.458, 0.856, 2.745)  0.00
C (-1.258, 1.970, 2.513)  -0.08
C (-2.169, 1.967, 1.455)  -0.06
C (-2.279, 0.847, 0.638)  0.00
C (-3.030, 3.150, 1.170)  -0.26
O (-3.830, 3.143, 0.259)  0.10
C (-2.866, 4.348, 2.045)  -0.08
C (-3.632, 5.479, 1.784)  0.00
C (-3.503, 6.600, 2.586)  -0.06
C (-2.612, 6.596, 3.654)  -0.06
C (-1.847, 5.472, 3.918)  0.00
C (-1.970, 4.345, 3.114)  -0.08
C (-1.126, 3.151, 3.414)  -0.28
O (-0.362, 3.145, 4.355)  0.11
H (-1.564, -1.130, 0.233)  0.09
H (0.058, -1.116, 2.103)  0.09
H (0.248, 0.872, 3.563)  0.11
H (-2.990, 0.865, -0.177)  0.05
H (-4.321, 5.460, 0.951)  0.12
H (-4.097, 7.481, 2.381)  0.11
H (-2.515, 7.473, 4.281)  0.11
H (-1.148, 5.448, 4.743)  0.12
C (-4.061, 1.152, -1.938)  -0.07
C (-3.960, 2.137, -2.914)  -0.04
C (-2.914, 2.114, -3.821)  0.01
C (-1.959, 1.106, -3.753)  -0.08
C (-2.058, 0.120, -2.771)  -0.06
C (-3.114, 0.145, -1.866)  -0.06
C (-1.039, -0.962, -2.658)  -0.26
O (-1.121, -1.820, -1.802)  0.08
C (0.101, -0.937, -3.619)  -0.08
C (1.091, -1.904, -3.505)  -0.01
C (2.178, -1.892, -4.361)  -0.05
C (2.268, -0.922, -5.354)  -0.05
C (1.280, 0.040, -5.480)  0.00
C (0.196, 0.041, -4.609)  -0.08
C (-0.841, 1.106, -4.743)  -0.28
O (-0.773, 1.944, -5.615)  0.11
H (-4.881, 1.173, -1.232)  0.12
H (-4.699, 2.926, -2.965)  0.11
H (-2.818, 2.869, -4.589)  0.12
H (-3.174, -0.630, -1.115)  0.12
H (0.995, -2.651, -2.728)  0.11
H (2.956, -2.638, -4.259)  0.11
H (3.115, -0.916, -6.028)  0.11
H (1.334, 0.806, -6.243)  0.12



Record 2
Molecular formula: C34H28N5O3PRhS2
Method: DFT, ωB97M-V with the def2-TZVPD basis set

Summary:
Total energy, eV: -83261.5499
Net charge: +1
LUMO energy (alpha / beta), eV: -3.90 / -6.81
2S+1: 5
Relative energy (zero: lowest compared OMol25 entry of this formula, charge and spin), kcal per mole: 0.0
HOMO energy (alpha / beta), eV: -9.3 / -9.3

Each line ends with the Löwdin charge.
Positions of all 74 atoms, in Å:
Rh (1.655, -0.755, -1.017)  0.87
C (-3.676, -1.600, 1.654)  -0.04
C (-2.724, -2.608, 1.529)  -0.06
C (-1.379, -2.279, 1.413)  -0.12
C (-0.988, -0.937, 1.455)  -0.39
C (-1.947, 0.069, 1.583)  -0.06
C (-3.291, -0.265, 1.679)  -0.03
P (0.776, -0.571, 1.366)  1.09
C (1.431, -0.658, 3.053)  -0.34
C (0.700, -1.227, 4.095)  -0.06
C (1.208, -1.185, 5.387)  -0.05
C (2.442, -0.602, 5.635)  -0.05
C (3.185, -0.061, 4.591)  -0.06
C (2.687, -0.096, 3.300)  -0.10
C (1.012, 1.164, 0.921)  -0.40
C (0.840, 2.306, 1.696)  -0.06
C (1.169, 3.532, 1.135)  -0.03
C (1.665, 3.616, -0.175)  -0.04
C (1.855, 2.479, -0.939)  -0.10
C (1.542, 1.226, -0.385)  -0.27
H (-4.728, -1.853, 1.725)  0.13
H (-3.028, -3.647, 1.515)  0.12
H (-0.633, -3.061, 1.303)  0.11
H (-1.652, 1.113, 1.592)  0.11
H (-4.038, 0.517, 1.757)  0.10
H (-0.265, -1.678, 3.909)  0.11
H (0.630, -1.604, 6.200)  0.12
H (2.831, -0.573, 6.645)  0.12
H (4.148, 0.392, 4.788)  0.11
H (3.267, 0.326, 2.486)  0.10
H (0.459, 2.242, 2.710)  0.13
H (1.046, 4.436, 1.719)  0.12
H (1.914, 4.588, -0.590)  0.12
H (2.234, 2.578, -1.951)  0.10
N (2.970, -2.340, -2.959)  0.08
C (3.532, -1.279, -2.282)  -0.86
S (3.817, -1.499, -0.583)  0.71
N (4.030, -0.315, -3.049)  0.10
C (4.561, 0.982, -2.772)  -0.23
C (4.648, 1.827, -3.878)  -0.02
C (5.123, 3.116, -3.731)  -0.06
C (5.515, 3.572, -2.478)  -0.06
C (5.448, 2.718, -1.385)  -0.06
C (4.979, 1.420, -1.521)  -0.06
H (3.062, -3.237, -2.509)  0.10
H (3.033, -2.370, -3.967)  0.12
H (3.881, -0.454, -4.040)  0.15
H (4.337, 1.475, -4.858)  0.12
H (5.187, 3.765, -4.595)  0.12
H (5.877, 4.585, -2.359)  0.12
H (5.768, 3.061, -0.410)  0.12
H (4.954, 0.769, -0.662)  0.05
O (-5.816, 1.738, 0.861)  -0.38
S (-6.988, 1.080, 0.302)  0.40
O (-7.969, 0.667, 1.277)  -0.34
O (-7.514, 1.708, -0.899)  -0.34
C (-6.306, -0.464, -0.387)  -0.30
N (-7.081, -1.564, -0.536)  0.15
C (-6.493, -2.633, -1.042)  -0.10
C (-5.147, -2.657, -1.402)  0.01
C (-4.457, -1.477, -1.254)  -0.27
N (-5.020, -0.396, -0.761)  0.14
C (-3.026, -1.276, -1.545)  -0.10
C (-2.528, 0.032, -1.506)  0.03
C (-1.189, 0.261, -1.642)  -0.10
N (-0.297, -0.746, -1.773)  -0.10
C (-0.791, -2.007, -1.887)  -0.13
C (-2.126, -2.302, -1.798)  0.01
H (-7.119, -3.512, -1.153)  0.12
H (-4.686, -3.555, -1.798)  0.11
H (-3.225, 0.846, -1.331)  0.14
H (-0.778, 1.259, -1.585)  0.12
H (-0.065, -2.796, -2.027)  0.10
H (-2.448, -3.333, -1.862)  0.12



Record 3
Molecular formula: C34H29AsN5O3PS5Y
Method: DFT, ωB97M-V with the def2-TZVPD basis set

Summary:
Total energy, eV: -174678.2289
Net charge: -1
LUMO energy, eV: 1.97
Relative energy (zero: lowest compared OMol25 entry of this formula, charge and spin), kcal per mole: 50.0
HOMO energy, eV: -3.6

Each line ends with the Löwdin charge.
Positions of all 79 atoms, in Å:
Y (0.217, -0.114, -0.069)  0.68
C (0.226, 0.798, 3.501)  -0.12
N (-0.274, -0.275, 2.653)  -0.09
C (-1.667, -0.654, 2.863)  -0.14
C (-2.560, -0.121, 1.785)  -0.30
N (-2.245, -0.190, 0.523)  0.06
C (-3.387, 0.157, -0.182)  -0.21
C (-3.643, 0.136, -1.547)  0.00
C (-4.903, 0.504, -1.967)  -0.08
C (-5.894, 0.892, -1.057)  -0.09
C (-5.668, 0.884, 0.306)  -0.02
C (-4.403, 0.491, 0.723)  -0.18
N (-3.841, 0.304, 1.975)  0.17
C (1.043, 1.786, 2.730)  -0.31
N (1.117, 1.852, 1.438)  0.07
C (1.989, 2.895, 1.157)  -0.21
C (2.431, 3.407, -0.057)  -0.01
C (3.342, 4.445, -0.023)  -0.08
C (3.805, 4.979, 1.185)  -0.10
C (3.364, 4.494, 2.403)  -0.03
C (2.450, 3.451, 2.361)  -0.18
N (1.821, 2.720, 3.351)  0.17
H (0.841, 0.410, 4.320)  0.13
H (-0.613, 1.334, 3.955)  0.13
H (0.324, -1.090, 2.738)  0.09
H (-2.032, -0.356, 3.852)  0.12
H (-1.731, -1.742, 2.789)  0.12
H (-2.878, -0.173, -2.245)  0.09
H (-5.135, 0.504, -3.025)  0.10
H (-6.864, 1.199, -1.429)  0.10
H (-6.438, 1.161, 1.015)  0.10
H (-4.288, 0.480, 2.856)  0.16
H (2.055, 3.024, -0.995)  0.10
H (3.711, 4.858, -0.953)  0.10
H (4.523, 5.789, 1.166)  0.10
H (3.721, 4.903, 3.340)  0.10
H (1.930, 2.839, 4.341)  0.16
S (2.435, -3.108, -1.896)  -0.09
As (1.809, -2.685, 0.080)  -0.57
S (2.579, -0.679, 0.667)  0.02
S (-0.407, -2.584, 0.154)  0.01
S (2.491, -4.138, 1.444)  -0.23
O (-0.587, 1.691, -0.694)  -0.57
S (-1.174, 2.980, -1.144)  0.48
O (-2.609, 3.018, -1.019)  -0.28
O (-0.484, 4.120, -0.590)  -0.29
C (-0.809, 2.977, -2.900)  -0.24
C (-1.067, 4.194, -3.523)  -0.06
C (-0.858, 4.345, -4.880)  -0.07
C (-0.374, 3.270, -5.617)  -0.07
C (-0.102, 2.067, -4.995)  -0.09
C (-0.317, 1.890, -3.624)  -0.29
P (0.106, 0.238, -2.908)  1.09
C (-0.950, -0.889, -3.884)  -0.38
C (-0.731, -2.253, -3.680)  -0.11
C (-1.564, -3.187, -4.273)  -0.06
C (-2.633, -2.771, -5.058)  -0.09
C (-2.860, -1.417, -5.253)  -0.10
C (-2.026, -0.475, -4.666)  -0.11
C (1.774, -0.021, -3.622)  -0.38
C (2.016, -0.702, -4.810)  -0.11
C (3.317, -0.932, -5.224)  -0.09
C (4.386, -0.482, -4.463)  -0.09
C (4.152, 0.213, -3.288)  -0.08
C (2.853, 0.440, -2.870)  -0.13
H (-1.421, 5.009, -2.904)  0.12
H (-1.060, 5.293, -5.360)  0.10
H (-0.202, 3.377, -6.680)  0.10
H (0.296, 1.242, -5.573)  0.10
H (0.096, -2.590, -3.055)  0.01
H (-1.381, -4.240, -4.104)  0.11
H (-3.294, -3.500, -5.510)  0.10
H (-3.694, -1.089, -5.862)  0.10
H (-2.216, 0.581, -4.820)  0.10
H (1.189, -1.090, -5.393)  0.10
H (3.498, -1.490, -6.135)  0.10
H (5.401, -0.695, -4.773)  0.10
H (4.978, 0.544, -2.671)  0.11
H (2.678, 0.939, -1.927)  0.05



Strongest force on any atom: 1.373, 1.827, 2.405 (eV/A)